No. 1
Below is C23H21AuCl2N5O3P as an isolated structure, with properties calculated with wB97M-V/def2-TZVPD.

Geometry (Å):
Au (0.097, -0.247, -0.534)
O (-0.232, -1.137, 2.341)
N (-0.352, 0.209, 2.124)
C (0.086, 0.996, 3.014)
C (0.037, 2.431, 2.896)
C (0.090, 3.190, 4.071)
C (0.007, 4.567, 4.032)
C (-0.100, 5.222, 2.813)
C (-0.152, 4.491, 1.637)
C (-0.097, 3.097, 1.669)
P (-0.148, 2.240, 0.067)
C (1.356, 2.832, -0.799)
C (1.639, 2.351, -2.080)
C (2.749, 2.803, -2.768)
C (3.612, 3.715, -2.176)
C (3.362, 4.159, -0.887)
C (2.250, 3.714, -0.192)
C (-1.588, 2.916, -0.804)
C (-1.772, 2.667, -2.167)
C (-2.878, 3.183, -2.817)
C (-3.819, 3.926, -2.114)
C (-3.652, 4.149, -0.752)
C (-2.560, 3.627, -0.089)
H (-1.014, -1.580, 1.973)
H (0.469, 0.592, 3.952)
H (0.176, 2.685, 5.020)
H (0.028, 5.134, 4.948)
H (-0.140, 6.299, 2.774)
H (-0.240, 5.004, 0.687)
H (0.999, 1.609, -2.541)
H (2.944, 2.447, -3.768)
H (4.476, 4.074, -2.715)
H (4.028, 4.866, -0.417)
H (2.083, 4.069, 0.814)
H (-1.054, 2.082, -2.722)
H (-3.007, 3.010, -3.874)
H (-4.687, 4.318, -2.623)
H (-4.381, 4.725, -0.204)
H (-2.462, 3.761, 0.977)
N (6.492, 0.718, 0.116)
C (5.533, -0.175, -0.114)
N (5.855, -1.451, -0.324)
N (4.292, 0.277, -0.117)
C (3.153, -0.172, -0.328)
N (2.029, -0.432, -0.516)
H (7.458, 0.446, 0.176)
H (6.250, 1.680, 0.290)
H (6.820, -1.740, -0.365)
H (5.150, -2.149, -0.497)
Cl (-4.989, 1.090, -0.990)
C (-4.272, -0.234, -0.078)
Cl (-4.429, -1.768, -0.909)
C (-2.729, 0.162, 0.120)
O (-2.493, 0.994, 0.967)
O (-1.960, -0.452, -0.641)
H (-4.754, -0.287, 0.903)

* strongest force on any atom: 3.619 eV/A
* charge: +2
* LUMO energy (alpha / beta): -9.2 / -9.2 eV
* HOMO-LUMO gap (alpha / beta): 5.300 / 5.301 eV
* E_tot: -2785.35167 Eh

***

No. 2
Below is a 7-piece molecular cluster, C24H60ClN6O18P2 overall, with properties calculated with wB97M-V/def2-TZVPD.

Geometry (Å):
Cl (0.591, -0.774, 0.016)
O (1.003, -1.223, 1.365)
O (-0.625, -1.378, -0.234)
O (0.231, 0.588, -0.033)
O (1.616, -1.032, -0.955)
O (-1.296, 3.273, 0.365)
P (-0.638, 4.519, 0.774)
N (-1.665, 5.745, 1.435)
C (-2.178, 5.640, 2.817)
C (-2.597, 6.419, 0.519)
N (0.149, 5.414, -0.476)
C (0.596, 6.805, -0.491)
C (0.729, 4.775, -1.545)
N (0.543, 4.197, 1.994)
C (1.295, 2.922, 1.896)
C (1.160, 5.341, 2.609)
H (-2.919, 6.416, 3.009)
H (-1.422, 6.006, 3.513)
H (-2.588, 4.633, 2.902)
H (-2.616, 5.942, -0.461)
H (-2.200, 7.420, 0.352)
H (-3.572, 6.554, 0.989)
H (0.065, 7.421, 0.235)
H (1.617, 6.735, -0.113)
H (0.644, 7.217, -1.499)
H (0.016, 3.981, -1.762)
H (0.788, 5.312, -2.492)
H (1.694, 4.311, -1.340)
H (0.589, 2.092, 1.917)
H (1.825, 3.016, 0.948)
H (1.912, 2.629, 2.746)
H (1.412, 4.999, 3.613)
H (0.476, 6.172, 2.777)
H (2.049, 5.656, 2.062)
O (-2.630, 1.037, -2.107)
P (-2.334, 1.277, -3.556)
N (-0.944, 0.511, -4.150)
C (-1.075, -0.961, -4.550)
C (0.385, 1.011, -3.659)
N (-2.208, 2.969, -4.004)
C (-1.623, 3.504, -5.248)
C (-2.944, 3.880, -3.202)
N (-3.529, 0.772, -4.679)
C (-4.948, 0.792, -4.286)
C (-3.311, 0.847, -6.137)
H (-0.521, -1.561, -3.828)
H (-0.694, -1.119, -5.559)
H (-2.121, -1.267, -4.574)
H (0.754, 1.858, -4.236)
H (1.128, 0.214, -3.706)
H (0.328, 1.232, -2.593)
H (-1.056, 4.409, -5.027)
H (-0.827, 2.842, -5.590)
H (-2.372, 3.677, -6.020)
H (-3.586, 4.479, -3.848)
H (-3.595, 3.361, -2.499)
H (-2.316, 4.608, -2.688)
H (-4.983, 0.804, -3.196)
H (-5.440, 1.707, -4.617)
H (-5.516, -0.057, -4.665)
H (-3.654, 1.813, -6.508)
H (-4.004, 0.184, -6.655)
H (-2.299, 0.594, -6.455)
C (7.983, -3.618, 2.441)
O (7.131, -2.576, 2.224)
C (6.215, -2.724, 1.310)
O (5.972, -3.781, 0.654)
O (5.536, -1.568, 1.296)
C (4.375, -1.383, 0.446)
H (8.792, -3.454, 3.154)
H (8.369, -3.934, 1.472)
H (7.457, -4.456, 2.897)
H (4.701, -1.544, -0.582)
H (4.016, -0.354, 0.450)
H (3.575, -2.091, 0.660)
C (1.115, -3.876, 3.126)
O (1.430, -5.035, 3.864)
C (0.420, -5.826, 4.383)
O (-0.750, -5.582, 4.397)
O (1.067, -6.761, 5.017)
C (0.350, -7.567, 6.021)
H (1.464, -3.881, 2.094)
H (1.544, -3.007, 3.625)
H (0.057, -3.641, 3.241)
H (-0.297, -6.914, 6.607)
H (0.957, -8.056, 6.783)
H (-0.398, -8.262, 5.642)
C (-0.112, -0.831, 4.792)
O (-1.228, -1.633, 4.957)
C (-2.130, -1.954, 3.974)
O (-2.078, -1.528, 2.779)
O (-2.943, -2.822, 4.558)
C (-3.732, -3.649, 3.720)
H (-0.468, 0.186, 4.951)
H (0.267, -0.902, 3.772)
H (0.652, -1.032, 5.544)
H (-3.931, -3.128, 2.783)
H (-4.638, -3.922, 4.261)
H (-3.255, -4.598, 3.476)
C (2.869, -4.470, -0.663)
O (1.737, -5.277, -0.644)
C (1.211, -5.667, -1.820)
O (1.696, -5.518, -2.963)
O (-0.137, -6.142, -1.511)
C (-1.074, -6.355, -2.547)
H (2.780, -3.697, -1.427)
H (3.667, -5.194, -0.828)
H (3.064, -4.010, 0.306)
H (-1.220, -5.473, -3.172)
H (-1.999, -6.424, -1.974)
H (-0.823, -7.226, -3.153)

* strongest force on any atom: 5.353 eV/A
* charge: -1
* LUMO energy: 2.5 eV
* HOMO-LUMO gap: 8.089 eV
* E_tot: -3775.98230 Eh

***

No. 3
Below is C34H22Br4NO2PRuS as an isolated structure, with properties calculated with wB97M-V/def2-TZVPD.

Geometry (Å):
Ru (-0.420, 1.044, 1.750)
Br (-3.018, 3.136, 7.961)
C (-2.050, 3.058, 6.334)
C (-1.168, 4.053, 5.991)
Br (-0.882, 5.541, 7.129)
C (-0.467, 3.957, 4.772)
Br (0.769, 5.287, 4.233)
C (-0.642, 2.891, 3.917)
O (0.012, 2.783, 2.760)
C (-1.553, 1.856, 4.266)
O (-1.702, 0.841, 3.441)
C (-2.236, 1.965, 5.467)
Br (-3.430, 0.555, 5.885)
C (-0.827, -3.736, -2.976)
C (-1.430, -3.502, -1.744)
C (-0.907, -2.549, -0.887)
C (0.232, -1.816, -1.244)
C (0.821, -2.049, -2.484)
C (0.293, -3.007, -3.343)
P (0.756, -0.559, -0.019)
C (2.285, 0.178, -0.686)
C (3.410, -0.561, -1.052)
C (4.564, 0.083, -1.470)
C (4.612, 1.473, -1.498)
C (3.507, 2.216, -1.115)
C (2.343, 1.570, -0.719)
C (1.206, -1.443, 1.470)
C (1.797, -2.692, 1.649)
C (2.077, -3.080, 2.949)
C (1.761, -2.237, 4.016)
C (1.150, -1.009, 3.811)
C (0.857, -0.586, 2.508)
H (-1.238, -4.479, -3.649)
H (-2.318, -4.051, -1.458)
H (-1.391, -2.349, 0.063)
H (1.684, -1.470, -2.789)
H (0.756, -3.174, -4.308)
H (3.381, -1.644, -0.998)
H (5.433, -0.494, -1.761)
H (5.519, 1.974, -1.814)
H (3.547, 3.298, -1.131)
H (1.458, 2.138, -0.460)
H (2.011, -3.344, 0.809)
H (2.532, -4.045, 3.143)
H (1.980, -2.564, 5.027)
H (0.877, -0.395, 4.662)
C (1.076, 1.724, -3.835)
C (-0.231, 1.026, -3.592)
C (-0.796, 0.211, -4.613)
C (-1.950, -0.457, -4.350)
C (-2.579, -0.311, -3.097)
C (-3.762, -1.012, -2.763)
C (-4.345, -0.810, -1.543)
C (-3.785, 0.102, -0.623)
C (-2.625, 0.800, -0.902)
S (-2.020, 1.966, 0.255)
C (-1.971, 0.571, -2.168)
N (-0.809, 1.201, -2.431)
H (1.284, 1.806, -4.902)
H (1.896, 1.173, -3.367)
H (1.054, 2.718, -3.391)
H (-0.292, 0.113, -5.568)
H (-2.391, -1.114, -5.092)
H (-4.188, -1.700, -3.485)
H (-5.251, -1.343, -1.278)
H (-4.267, 0.274, 0.331)

* strongest force on any atom: 1.042 eV/A
* 2S+1: 6
* charge: -1
* ⟨S²⟩: 8.772
* LUMO energy (alpha / beta): 2.4 / 1.8 eV
* HOMO-LUMO gap (alpha / beta): 5.959 / 6.525 eV
* E_tot: -12644.59111 Eh

***

No. 4
Below is a single C4H7NO molecule, with properties calculated with wB97M-V/def2-TZVPD.

Geometry (Å):
C (0.050, -1.597, -0.854)
O (-0.297, -0.288, -1.263)
C (0.387, 0.746, -0.576)
C (-0.523, 1.122, 0.616)
C (-0.015, 0.782, 1.946)
N (0.355, 0.466, 2.994)
H (0.950, -1.908, -1.394)
H (0.228, -1.693, 0.229)
H (-0.776, -2.262, -1.123)
H (1.396, 0.435, -0.269)
H (0.481, 1.591, -1.265)
H (-1.346, 0.450, 0.356)
H (-0.890, 2.156, 0.605)

* strongest force on any atom: 1.007 eV/A
* SMILES: COCCC#N
* LUMO energy: 0.8 eV
* HOMO-LUMO gap: 11.182 eV
* E_tot: -286.56475 Eh

***

No. 5
Below is an isolated ion of composition C7H14N and charge +1, with properties calculated with wB97M-V/def2-TZVPD.

Geometry (Å):
C (-0.840, 1.503, -1.309)
C (-1.525, 0.309, -0.622)
C (-0.715, -0.949, -0.501)
C (-1.023, -2.044, -1.196)
C (1.676, -0.520, 2.525)
C (0.609, -0.259, 1.493)
C (0.494, -0.948, 0.347)
N (0.663, 1.655, -1.065)
H (-1.338, 2.396, -0.945)
H (-0.857, 1.424, -2.393)
H (-2.476, 0.173, -1.147)
H (-1.988, 0.635, 0.321)
H (-0.335, -2.885, -1.198)
H (-1.949, -2.260, -1.712)
H (1.266, -1.289, 3.192)
H (2.589, -0.932, 2.109)
H (1.784, 0.343, 3.178)
H (-0.241, 0.359, 1.773)
H (1.221, -1.733, 0.161)
H (1.155, 1.057, -1.720)
H (0.917, 2.631, -1.173)
H (0.914, 1.335, -0.119)

* strongest force on any atom: 1.197 eV/A
* charge: +1
* SMILES: C=C(/C=C/C)CC[NH3+]
* LUMO energy: -3.3 eV
* HOMO-LUMO gap: 9.145 eV
* E_tot: -329.58421 Eh

***

No. 6
Below is C5H8O as an isolated structure, with properties calculated with wB97M-V/def2-TZVPD.

Geometry (Å):
C (0.477, -0.722, -1.260)
C (1.198, -0.846, -2.379)
C (-1.339, 0.445, 0.920)
C (-0.200, 1.432, 1.066)
O (0.417, 0.432, 1.926)
C (-0.706, -0.380, 1.799)
H (-0.611, -0.572, -1.265)
H (1.129, -0.921, -0.414)
H (2.257, -1.120, -2.453)
H (0.602, -0.818, -3.281)
H (0.312, 1.747, 0.144)
H (-0.437, 2.344, 1.615)
H (-0.590, -1.383, 2.239)
H (-2.509, 0.362, 1.342)

* strongest force on any atom: 6.008 eV/A
* LUMO energy: 1.1 eV
* HOMO-LUMO gap: 10.002 eV
* E_tot: -270.37099 Eh